DFT (ωB97M-V/def2-TZVPD) results for a structure of composition C54H55BaCl2N7S2Sb in a non-equilibrium geometry.

Last column: Mulliken charge in e.
Cartesian coordinates (Å):
1 Ba -0.565 -0.063 -0.684  1.01
2 N 3.063 0.525 -1.155  -0.19
3 C 3.726 -0.766 -0.975  -0.35
4 C 3.891 -1.082 0.503  -0.52
5 N 2.587 -1.318 1.118  0.07
6 H 2.857 0.679 -2.135  0.13
7 H 3.657 1.281 -0.835  0.21
8 H 4.713 -0.810 -1.456  0.42
9 H 3.092 -1.533 -1.432  -0.15
10 H 4.354 -0.232 1.010  0.11
11 H 4.574 -1.938 0.598  0.45
12 H 2.696 -1.540 2.100  0.12
13 H 2.131 -2.099 0.657  -0.13
14 S -1.224 1.941 1.320  -0.08
15 C -2.896 2.366 1.109  -0.16
16 C -3.361 3.434 1.886  -0.85
17 C -4.654 3.932 1.799  0.52
18 C -5.063 4.996 2.650  -0.26
19 N -5.392 5.844 3.357  -0.64
20 C -5.536 3.366 0.859  0.39
21 C -5.098 2.288 0.099  -1.06
22 C -3.814 1.741 0.217  0.87
23 S -3.502 0.334 -0.763  -0.36
24 C -6.846 3.883 0.659  -0.07
25 N -7.904 4.294 0.463  -0.61
26 H -2.673 3.890 2.584  0.65
27 H -5.770 1.848 -0.625  0.38
28 C -2.336 -2.695 -4.806  -0.99
29 C -1.737 -2.417 -6.158  1.61
30 C -2.001 -3.276 -7.222  -0.87
31 C -1.525 -3.035 -8.499  -0.65
32 C -0.767 -1.900 -8.746  -0.58
33 C -0.479 -1.036 -7.705  -0.83
34 C -0.945 -1.286 -6.414  0.01
35 N -0.643 -0.341 -5.416  0.33
36 C -0.206 -0.584 -4.122  -0.44
37 N 0.425 -1.774 -3.995  0.44
38 C 0.756 -2.625 -2.890  0.04
39 C 0.316 -2.363 -1.587  -0.44
40 C 0.655 -3.355 -0.655  -1.31
41 C 1.382 -4.496 -0.968  -0.66
42 C 1.815 -4.687 -2.270  -0.94
43 C 1.504 -3.759 -3.254  1.19
44 C 1.956 -4.012 -4.675  -1.76
45 N -0.270 0.354 -3.227  0.16
46 C -1.036 1.508 -3.520  -0.57
47 C -2.419 1.420 -3.692  0.57
48 C -3.182 2.555 -3.897  -0.98
49 C -2.572 3.799 -3.954  -0.71
50 C -1.199 3.892 -3.789  -1.08
51 C -0.418 2.764 -3.561  1.21
52 C 1.066 2.882 -3.341  -0.98
53 H -3.280 -3.226 -4.919  0.57
54 H -2.526 -1.772 -4.259  -0.06
55 H -1.678 -3.311 -4.188  0.17
56 H -2.619 -4.147 -7.041  0.43
57 H -1.756 -3.721 -9.304  0.39
58 H -0.402 -1.689 -9.743  0.38
59 H 0.114 -0.146 -7.878  0.44
60 H -0.794 0.629 -5.637  0.31
61 H 0.496 -2.256 -4.877  -0.02
62 H 0.317 -3.241 0.377  0.78
63 H 1.613 -5.233 -0.206  0.41
64 H 2.392 -5.568 -2.528  0.31
65 H 2.628 -4.869 -4.703  0.41
66 H 2.488 -3.156 -5.097  0.35
67 H 1.108 -4.241 -5.330  0.33
68 H -2.898 0.454 -3.620  0.26
69 H -4.256 2.466 -3.996  0.42
70 H -3.161 4.693 -4.110  0.42
71 H -0.717 4.862 -3.823  0.38
72 H 1.394 3.911 -3.483  0.45
73 H 1.615 2.241 -4.034  0.25
74 H 1.326 2.574 -2.325  0.09
75 C -0.690 -2.636 4.939  -1.16
76 C -0.131 -1.815 6.071  0.62
77 C -0.216 -2.296 7.376  -0.82
78 C 0.292 -1.571 8.443  -0.63
79 C 0.892 -0.343 8.214  -1.02
80 C 0.971 0.147 6.920  0.28
81 C 0.472 -0.573 5.839  0.10
82 Sb 0.555 0.320 3.838  1.25
83 C -0.320 2.108 4.731  1.06
84 C -1.709 1.964 4.772  -1.21
85 C -2.533 2.952 5.275  -0.78
86 C -1.969 4.125 5.755  -0.65
87 C -0.595 4.274 5.735  -0.67
88 C 0.250 3.280 5.232  1.25
89 C 1.732 3.556 5.264  -1.49
90 C 2.710 0.602 3.930  -0.61
91 C 3.486 -0.214 4.748  -0.68
92 C 4.873 -0.131 4.736  -0.91
93 C 5.496 0.772 3.891  -0.61
94 C 4.730 1.565 3.047  -0.57
95 C 3.341 1.481 3.041  1.83
96 C 2.535 2.294 2.068  -1.56
97 H -1.032 -3.609 5.289  0.44
98 H 0.062 -2.790 4.162  0.19
99 H -1.534 -2.125 4.477  0.15
100 H -0.689 -3.255 7.558  0.36
101 H 0.221 -1.968 9.449  0.37
102 H 1.295 0.230 9.040  0.44
103 H 1.434 1.113 6.748  0.26
104 H -2.161 1.060 4.371  0.34
105 H -3.608 2.821 5.273  0.44
106 H -2.599 4.921 6.132  0.39
107 H -0.153 5.187 6.120  0.40
108 H 2.007 4.269 4.482  0.39
109 H 2.312 2.652 5.113  -0.11
110 H 2.011 3.998 6.223  0.52
111 H 3.003 -0.920 5.413  0.56
112 H 5.462 -0.765 5.388  0.42
113 H 6.576 0.858 3.880  0.36
114 H 5.222 2.262 2.377  0.38
115 H 3.097 3.156 1.705  0.53
116 H 1.604 2.654 2.511  0.15
117 H 2.270 1.665 1.211  -0.09
118 Cl -2.444 -2.065 1.822  0.04
119 C -4.120 -2.286 1.310  -0.10
120 Cl -4.350 -3.860 0.527  -0.21
121 H -4.343 -1.502 0.588  -0.13
122 H -4.756 -2.258 2.186  0.37

Atoms 1-2, force components in eV/Å:
Ba 0.498 0.312 1.014
N -0.286 -0.034 -0.166

## Properties
Frontier orbital gap: 5.96 eV
Total charge: -1